No. 1
Computed, not measured: a molecular structure, C15H48BNO20, with ωB97M-V/def2-TZVPD.

XYZ file:
```
85
Properties=species:S:1:pos:R:3:lowdin_charge:R:1
O 2.87 2.42 0.54 0.027
O 4.54 -3.45 0.61 -0.065
O 3.19 0.66 1.42 0.007
O 6.97 0.43 -4.18 -0.131
O 2.29 4.85 -4.22 -0.103
O 2.90 -0.05 -3.42 0.296
O 1.19 -4.06 2.17 -0.045
O 0.74 3.47 -0.75 0.022
O 0.67 -0.65 -2.48 0.333
O 2.23 0.82 -6.68 -0.040
O 1.63 -2.41 0.19 0.132
O 3.99 5.76 -2.27 -0.052
O 4.22 -1.88 -5.14 0.006
O -1.87 -4.36 -2.69 -0.086
O 2.38 3.11 -2.99 0.179
O 1.90 1.37 -1.90 0.254
O 2.55 -0.88 -1.16 0.305
O 4.07 1.51 -4.53 0.122
O -2.35 -0.75 -2.93 -0.080
O -0.50 -2.27 -1.69 0.101
N -2.24 -0.62 2.24 -0.217
C 2.58 1.96 -2.79 -0.402
C -2.77 -1.97 2.61 -0.150
C -1.33 0.79 0.58 -0.273
C -6.47 2.02 4.22 -0.052
C -3.10 -3.64 4.32 -0.153
C -0.76 -0.63 2.27 -0.055
C -4.42 0.64 3.01 -0.089
C -0.32 0.56 1.38 -0.151
C -2.49 -2.37 3.99 -0.290
C 1.71 -1.81 -0.88 -0.337
C 0.54 -1.65 -1.76 -0.408
C -2.50 -0.23 0.76 0.016
C -2.80 0.44 3.15 -0.073
C -4.91 1.66 4.14 -0.210
C 3.35 1.10 -3.58 -0.382
B 2.00 -0.08 -2.21 -0.761
H 3.41 6.43 -1.90 0.025
H -3.04 -1.51 -2.77 0.097
H 1.14 -3.69 3.04 0.008
H -3.85 -2.26 2.43 0.164
H 1.35 4.94 -4.58 0.093
H 0.84 4.34 -0.89 0.013
H -0.25 -0.71 3.32 0.187
H -0.66 -1.62 2.04 0.074
H 0.92 2.74 -1.34 0.033
H 3.54 2.86 0.13 0.039
H 3.33 1.54 1.29 -0.169
H -1.59 -2.41 4.50 0.096
H -2.33 -2.69 1.89 0.149
H 0.46 0.17 0.72 0.116
H 6.05 0.64 -4.40 -0.026
H 7.14 -0.26 -5.03 0.134
H -3.02 -3.78 5.45 0.116
H -1.14 0.63 -0.41 0.101
H 5.14 -1.62 -5.17 0.026
H 2.01 2.84 0.23 0.077
H 1.04 -3.27 1.64 -0.024
H -4.02 -4.17 3.87 0.124
H -1.67 1.68 0.42 0.084
H -3.06 -1.65 4.85 0.181
H -2.40 1.38 3.02 0.109
H -4.62 1.34 5.06 0.045
H -6.93 1.08 4.86 0.137
H -7.02 2.04 3.28 0.064
H 2.90 1.10 -6.08 -0.032
H -2.46 0.15 4.09 0.094
H -4.98 -0.32 3.28 0.139
H 3.32 5.39 -2.81 -0.053
H 3.79 -3.96 0.18 0.068
H 3.22 0.33 0.60 -0.070
H -3.45 0.16 0.30 0.163
H 2.62 0.19 -7.30 0.049
H -2.51 -4.45 4.02 0.054
H 3.75 -1.26 -4.71 -0.063
H -2.30 -5.10 -2.13 0.080
H -6.76 2.83 4.65 -0.024
H 4.18 -2.79 1.16 -0.009
H -1.66 -1.21 -2.49 -0.075
H -4.65 1.09 2.22 0.015
H -4.10 2.47 4.14 0.122
H -1.44 -3.78 -2.07 -0.040
H 2.20 3.89 -4.04 -0.059
H -0.01 1.69 1.84 0.223
H -2.18 -1.24 0.27 0.152
```

Its multiplicity is 1. The calculation puts the largest force on an atom at 0.21367 Eh/bohr. Its energy above the lowest of the compared OMol25 structures with the same formula, charge and spin is 5.218 eV. Its net charge is 0. The calculation puts the LUMO energy at -0.0309 Eh. The total energy comes out at -2184.46275 a.u. The calculation puts the orbital gap at 0.326 Ha.

=====

No. 2
Computed, not measured: a molecular structure, C15H48O9, with ωB97M-V/def2-TZVPD.

XYZ file:
```
72
Properties=species:S:1:pos:R:3:lowdin_charge:R:1
O -2.98 2.30 2.37 -0.167
O -3.16 1.06 4.13 -0.135
O -0.90 -2.09 -4.15 -0.013
O 1.94 1.67 -3.29 -0.136
O 3.83 0.97 0.58 -0.096
O 0.86 2.26 2.37 -0.190
O -2.04 1.57 0.69 0.056
O 1.24 -3.69 2.16 -0.062
O 2.34 -2.29 0.96 -0.058
C -4.12 3.00 1.95 -0.072
C 0.31 -2.21 -0.37 -0.048
C -3.41 -0.17 3.50 -0.175
C -0.51 0.67 -0.91 -0.051
C -0.34 -0.87 -4.40 -0.450
C -1.28 0.43 0.41 -0.368
C 2.45 1.02 0.98 -0.134
C 2.46 1.51 -2.00 -0.186
C -0.42 0.08 1.58 -0.055
C 0.77 -0.98 -5.60 -0.006
C 0.18 -0.20 -3.20 -0.123
C -0.35 2.66 2.89 -0.109
C 2.65 -1.26 -1.19 -0.050
C -0.13 -3.45 2.37 -0.073
C 1.84 -2.29 -0.37 -0.396
H -0.48 -3.54 3.40 0.101
H 1.75 -4.12 2.85 0.138
H -0.24 3.61 3.42 0.102
H -0.95 0.01 2.53 0.096
H 2.07 1.98 1.32 0.059
H 0.00 -0.92 1.48 0.042
H -3.72 4.01 1.84 0.092
H 2.37 0.26 1.76 0.105
H -4.49 -0.30 3.46 0.073
H -0.10 1.68 -0.96 0.120
H -0.07 -2.03 -1.38 0.066
H -3.05 1.74 3.47 -0.136
H 1.81 0.82 -1.47 -0.005
H 1.79 0.65 0.19 0.028
H 3.52 1.27 -2.05 0.109
H -0.97 2.94 2.03 0.078
H 0.30 0.89 1.68 0.040
H 0.18 -0.86 -2.33 0.030
H 2.26 0.94 -3.82 0.062
H -0.63 -4.16 1.70 0.093
H 1.20 2.91 1.75 0.093
H 1.58 -0.25 -5.62 0.058
H -1.63 2.33 0.28 0.143
H -0.88 1.96 3.54 0.100
H 3.73 -1.23 -1.25 0.101
H -1.04 -0.18 -4.85 0.130
H 0.37 0.03 -1.01 0.029
H 2.31 -1.42 -2.21 0.088
H 4.12 0.25 0.02 0.050
H -2.58 1.99 1.56 -0.199
H 1.20 -1.98 -5.61 0.068
H -4.52 2.52 1.06 0.092
H -1.73 -2.00 -3.69 0.102
H 2.11 -3.27 -0.75 0.135
H -1.97 -0.41 0.31 0.153
H -0.09 -1.40 0.23 0.018
H 0.32 -0.93 -6.60 0.062
H -0.24 0.75 -2.86 0.076
H -3.14 -0.11 2.45 0.058
H -0.28 -2.42 2.06 0.057
H -1.23 0.39 -1.67 0.099
H 2.33 -0.27 -0.84 -0.015
H -0.16 -3.17 -0.15 0.087
H 1.26 -0.08 -3.17 0.046
H 2.37 2.51 -1.58 0.109
H 1.95 -3.09 1.33 -0.105
H -4.95 2.98 2.66 0.094
H -2.97 -1.01 4.04 0.077
```

Its multiplicity is 1. The calculation puts the largest force on an atom at 0.13452 Eh/bohr. Its energy above the lowest of the compared OMol25 structures with the same formula, charge and spin is 15.469 eV. Its net charge is 0. The calculation puts the LUMO energy at 0.0061 Eh. The total energy comes out at -1276.91077 a.u. The calculation puts the orbital gap at 0.328 Ha.

=====

No. 3
Computed, not measured: 9 unconnected molecules or ions with the total composition C15H49BN17O10, with ωB97M-V/def2-TZVPD.

XYZ file:
```
92
Properties=species:S:1:pos:R:3:lowdin_charge:R:1
O -3.49 -1.56 0.52 -0.138
O 3.69 7.50 -2.23 0.012
O 9.10 0.82 -0.93 0.003
O -8.69 -7.04 1.56 0.001
O 5.30 3.73 0.89 -0.011
O -7.10 -3.44 4.61 0.038
O 0.77 1.92 -6.54 0.039
O 1.08 -1.18 -3.81 -0.007
O 1.18 2.66 -0.54 0.024
O 0.40 -2.09 2.47 -0.048
N -7.91 -5.44 3.91 0.141
N 5.28 1.57 0.23 0.188
N 8.19 2.69 -1.80 0.160
N 2.34 2.48 1.40 0.171
N 1.19 -0.15 -1.78 0.160
N -6.46 -6.65 1.37 0.165
N 1.91 3.47 -7.73 0.146
N 7.18 2.50 1.14 0.142
N -0.28 2.94 -8.27 0.146
N 1.70 4.56 0.58 0.151
N -7.52 -8.16 -0.02 0.145
N 5.91 7.10 -2.04 0.132
N 0.57 1.04 -3.63 0.161
N -1.25 -0.85 1.46 -0.029
N -6.69 -5.29 5.87 0.145
N 4.41 6.05 -0.63 0.166
N 9.12 1.07 -3.19 0.152
C 0.95 -0.17 -3.12 -0.685
C -3.17 -1.03 4.38 -0.110
C -0.43 0.35 1.55 -0.110
C -7.24 -4.64 4.79 -0.671
C 4.59 6.91 -1.66 -0.687
C -1.08 -3.25 1.00 -0.010
C 5.88 2.66 0.76 -0.670
C 1.70 3.19 0.42 -0.653
C 0.80 2.72 -7.45 -0.668
C -4.46 -1.79 4.04 -0.272
C -7.62 -7.27 1.01 -0.678
C 8.82 1.49 -1.92 -0.681
C -0.57 -2.00 1.70 -0.541
C -4.61 -2.21 2.57 -0.176
C -4.40 -1.13 1.49 -0.263
B -2.31 -0.72 0.28 -0.586
H 4.32 1.67 -0.06 0.096
H 8.88 1.60 -4.00 0.093
H 1.96 4.15 -8.47 0.086
H 5.74 0.69 0.11 0.109
H 1.22 5.10 -0.10 0.108
H -5.59 -6.79 0.90 0.101
H 0.36 0.24 2.28 0.065
H 2.12 5.00 1.38 0.095
H -6.66 -8.35 -0.50 0.091
H -6.16 -4.73 6.51 0.098
H -1.03 1.23 1.82 0.077
H -3.03 -0.15 3.75 0.056
H -0.26 -3.97 1.00 0.071
H -1.43 -3.04 0.00 0.058
H -0.27 3.61 -9.02 0.086
H 0.37 1.14 -4.61 0.053
H -8.00 -6.44 4.00 0.086
H 9.56 0.18 -3.28 0.103
H -3.19 -0.69 5.42 0.059
H -6.78 -6.27 6.02 0.084
H 1.09 0.68 -1.22 0.034
H -1.81 -1.03 -0.80 0.068
H -8.38 -5.02 3.13 0.098
H -1.10 2.41 -8.08 0.104
H -1.92 -3.67 1.56 0.064
H 7.97 2.93 -0.85 0.061
H 2.80 2.92 2.18 0.098
H 2.71 3.33 -7.13 0.103
H 6.08 7.73 -2.79 0.091
H 7.69 1.64 1.04 0.090
H -3.90 -3.02 2.36 0.095
H 6.67 6.65 -1.57 0.080
H 7.91 3.27 -2.57 0.097
H 0.00 0.56 0.56 0.048
H -5.34 -1.22 4.37 0.097
H -8.36 -8.62 -0.32 0.098
H -4.06 -0.19 1.95 0.094
H 2.29 1.48 1.34 0.101
H -4.48 -2.71 4.64 0.083
H -5.36 -0.91 1.01 0.108
H 5.15 5.55 -0.16 0.056
H -6.52 -5.95 2.09 0.080
H 3.47 5.88 -0.32 0.066
H 0.44 1.83 -3.02 0.081
H -2.30 -1.67 4.25 0.072
H -5.61 -2.64 2.47 0.085
H 1.41 -1.02 -1.33 0.100
H 7.64 3.30 1.54 0.108
H -2.61 0.48 0.23 0.071
```

Its multiplicity is 1. The calculation puts the largest force on an atom at 0.01996 Eh/bohr. Its net charge is -1. The calculation puts the LUMO energy at 0.0591 Eh. The total energy comes out at -2309.49047 a.u. The calculation puts the orbital gap at 0.218 Ha.

=====

No. 4
Computed, not measured: a molecular structure, C15H4Cl2F5NOSTc, with ωB97M-V/def2-TZVPD.

XYZ file:
```
30
Properties=species:S:1:pos:R:3:mulliken_spin:R:1
Tc -0.71 -0.02 0.74 0.072
Cl -3.64 -2.94 -2.03 0.163
Cl 0.98 -5.11 -3.59 0.033
S -0.19 1.79 -0.30 -0.069
F -0.16 2.90 4.63 0.000
F -0.77 5.52 4.18 -0.001
F 0.04 1.18 2.50 -0.005
F -1.18 6.42 1.68 0.000
F -0.98 4.73 -0.43 -0.001
O -1.89 -1.11 -0.34 0.003
N 0.69 -1.21 -0.21 -0.072
C 0.10 -2.13 -1.05 0.191
C -0.78 4.28 0.80 -0.002
C 2.00 -1.20 -0.11 0.095
C -1.22 -3.90 -2.67 0.230
C -0.67 4.69 3.17 -0.005
C -1.97 -2.93 -1.89 0.288
C -0.36 3.35 3.41 -0.001
C -0.88 5.16 1.88 0.001
C -0.27 2.53 2.32 -0.011
C 0.87 -3.06 -1.81 0.014
C 0.18 -3.95 -2.63 0.152
C -1.30 -2.04 -1.08 -0.100
C -0.47 2.95 1.01 0.017
C 2.29 -3.01 -1.67 -0.012
C 2.84 -2.10 -0.84 0.037
H 2.90 -3.70 -2.24 -0.001
H -1.77 -4.59 -3.30 -0.019
H 3.91 -2.02 -0.70 0.002
H 2.44 -0.47 0.56 -0.001
```

Its expectation value of S² is 1.185. Its multiplicity is 2. The calculation puts the largest force on an atom at 0.00344 Eh/bohr. Its net charge is +2. The calculation puts the LUMO energy (spin up / spin down) at -0.3140 / -0.4277 Eh. The total energy comes out at -2601.95881 a.u. The calculation puts the orbital gap (spin up / spin down) at 0.251 / 0.132 Ha.

=====

No. 5
Computed, not measured: 11 unconnected molecules or ions with the total composition C15H50IN24O10, with ωB97M-V/def2-TZVPD.

XYZ file:
```
100
Properties=species:S:1:pos:R:3:lowdin_charge:R:1
I 1.70 -1.32 2.13 1.016
O -3.20 2.52 1.30 -0.010
O -6.45 5.69 0.20 0.000
O 1.58 3.58 -3.98 0.001
O 5.85 0.56 -3.14 -0.003
O 2.73 -3.18 -2.13 0.018
O 2.85 -2.08 8.11 0.017
O 0.92 0.87 -7.90 0.005
O -6.61 2.26 -1.99 0.009
O 2.72 -2.91 -5.72 0.022
O -2.48 -3.13 9.76 0.028
N 2.09 0.54 -9.81 0.152
N -1.64 -0.55 7.51 0.190
N 1.48 -3.48 -7.52 0.158
N 3.70 -1.50 -3.32 0.168
N -8.05 4.96 -1.23 0.166
N -6.89 0.04 -1.60 0.146
N 3.39 -1.28 -1.06 0.129
N -4.13 4.10 -0.03 0.164
N -5.61 1.32 -0.18 0.169
N 0.54 -0.52 6.47 0.161
N 2.50 2.37 -8.48 0.163
N 0.94 -0.64 5.18 0.111
N 7.55 -0.80 -2.55 0.162
N -0.80 -4.56 10.26 0.161
N 2.43 1.49 -4.27 0.160
N -8.62 5.75 0.85 0.150
N 1.85 -3.57 6.75 0.141
N 3.69 -4.18 7.99 0.174
N 0.55 2.15 -5.41 0.150
N -0.74 -3.30 8.33 0.155
N -2.37 2.85 -0.79 0.175
N 3.72 -3.96 -7.46 0.153
N 7.71 0.50 -4.44 0.158
N -1.27 -0.81 5.22 0.230
C -0.17 -0.79 4.47 -0.386
C -1.41 -3.64 9.47 -0.677
C -0.28 -0.93 2.97 -0.561
C -7.63 5.48 -0.05 -0.669
C -6.39 1.27 -1.30 -0.674
C -3.23 3.12 0.23 -0.691
C 6.96 0.12 -3.36 -0.671
C -1.13 1.54 3.25 -0.115
C 3.24 -2.07 -2.18 -0.686
C 1.52 2.48 -4.52 -0.701
C 2.64 -3.42 -6.83 -0.665
C -0.78 -0.62 6.48 -0.386
C -0.83 0.38 2.28 -0.278
C 1.78 1.24 -8.68 -0.674
C 2.81 -3.21 7.65 -0.678
H -0.30 1.82 3.92 0.078
H 2.30 2.91 -7.65 0.101
H -2.47 -1.13 7.44 0.131
H -5.41 0.53 0.40 0.097
H -1.38 2.44 2.67 0.063
H -9.59 5.59 0.68 0.094
H 8.62 0.15 -4.63 0.097
H -4.17 4.61 -0.90 0.108
H 0.14 -3.70 8.05 0.054
H 3.80 -0.36 -1.08 0.086
H 2.40 0.59 -4.70 0.085
H 3.66 -5.11 7.62 0.106
H -1.78 0.11 1.79 0.111
H 2.79 0.83 -10.47 0.094
H -1.18 -2.62 7.74 0.045
H 1.87 -0.63 4.78 0.111
H 1.15 -0.38 7.27 0.187
H 1.77 -4.48 6.34 0.115
H -9.01 4.78 -1.44 0.099
H -8.34 6.14 1.74 0.102
H 4.12 -0.59 -3.36 0.042
H -6.72 -0.78 -1.05 0.090
H 1.19 -2.86 6.48 0.061
H -7.35 4.74 -1.91 0.094
H -1.26 -4.83 11.11 0.112
H -7.47 -0.03 -2.42 0.101
H -0.86 -1.82 2.71 0.091
H -5.23 2.22 0.07 0.050
H 3.68 -4.39 -8.36 0.093
H 3.62 -2.04 -4.17 0.060
H 7.03 -1.11 -1.74 0.104
H 7.30 1.17 -5.06 0.108
H 3.17 1.70 -3.62 0.088
H 0.66 -3.08 -7.09 0.108
H 3.05 -1.65 -0.19 -0.046
H 3.21 2.70 -9.11 0.095
H 1.57 -0.30 -9.98 0.100
H 0.49 1.26 -5.86 0.065
H -1.57 0.08 8.29 0.140
H -0.09 0.73 1.56 0.062
H -0.14 2.85 -5.62 0.104
H 4.60 -3.94 -6.97 0.105
H -2.02 1.33 3.87 0.079
H 8.47 -1.18 -2.70 0.097
H 4.40 -3.94 8.65 0.118
H 1.39 -3.89 -8.43 0.094
H -1.69 2.13 -0.64 0.098
H -4.78 4.34 0.69 0.089
H -2.38 3.33 -1.67 0.104
H 0.08 -4.99 10.03 0.095
```

Its multiplicity is 1. The calculation puts the largest force on an atom at 0.05468 Eh/bohr. Its net charge is +1. The calculation puts the LUMO energy at -0.0938 Eh. The total energy comes out at -2966.00158 a.u. The calculation puts the orbital gap at 0.291 Ha.

=====

No. 6
Computed, not measured: 10 unconnected molecules or ions with the total composition C15H50N4O10, with ωB97M-V/def2-TZVPD.

XYZ file:
```
79
Properties=species:S:1:pos:R:3:lowdin_charge:R:1
O 0.88 13.93 15.70 -0.092
O -5.84 9.77 10.42 -0.092
O -2.68 14.64 15.44 0.042
O -0.35 11.01 16.16 -0.143
O -6.28 15.52 19.07 -0.106
O -3.38 13.62 10.80 -0.103
O -2.31 16.94 17.16 -0.129
O -6.63 16.97 12.82 0.065
O -4.41 13.46 19.10 -0.091
O -3.11 18.02 14.61 -0.139
N -4.63 17.75 12.12 0.175
N -2.02 13.17 13.92 0.205
N -3.24 14.79 13.34 0.212
N -6.35 17.78 10.84 0.149
C 0.34 14.11 18.07 -0.058
C -6.90 15.78 17.76 -0.272
C -2.32 16.85 18.59 -0.131
C -5.68 9.63 11.82 -0.330
C -5.87 16.36 16.79 -0.078
C -3.49 19.34 14.87 -0.163
C -2.63 14.24 14.32 -0.787
C -1.43 12.46 9.85 -0.058
C -2.20 13.79 10.14 -0.336
C -4.43 11.41 17.93 -0.080
C 0.87 14.79 16.81 -0.311
C -0.34 10.40 17.46 -0.131
C -5.34 11.01 12.34 -0.079
C -4.42 12.90 17.76 -0.291
C -5.91 17.49 12.02 -0.813
H -5.15 11.11 18.69 0.084
H -5.11 11.05 13.41 0.072
H -1.58 14.54 10.62 0.116
H -5.34 13.16 17.23 0.110
H -4.84 8.98 12.04 0.105
H -1.95 11.75 9.21 0.071
H -6.60 9.16 12.16 0.111
H -6.33 16.45 15.80 0.064
H -2.93 16.08 19.06 0.070
H -3.76 15.64 13.50 0.099
H -4.64 10.85 17.02 0.076
H -2.49 14.29 9.21 0.111
H -5.88 18.54 10.38 0.105
H -0.56 12.76 9.26 0.070
H -2.78 17.72 19.06 0.080
H -5.60 17.37 17.08 0.074
H -2.27 12.80 13.02 0.096
H -4.06 13.27 10.22 0.111
H 1.92 15.04 16.93 0.105
H -4.29 17.60 13.06 0.058
H -7.29 14.88 17.29 0.097
H -3.55 13.22 19.43 0.088
H -3.42 11.14 18.25 0.051
H -0.67 13.78 17.85 0.067
H -4.45 11.28 11.77 0.059
H -3.59 13.22 17.13 0.092
H -3.02 14.48 12.40 0.065
H -2.90 17.67 15.48 0.034
H -2.48 16.07 16.80 0.024
H -7.22 17.42 10.48 0.120
H -1.37 16.66 19.09 0.060
H -2.77 19.91 15.46 0.082
H -4.06 18.25 11.46 0.119
H 0.95 13.32 18.50 0.076
H -7.73 16.44 18.04 0.105
H 0.42 15.68 16.37 0.115
H -0.06 11.93 16.17 0.020
H -1.22 10.77 17.99 0.054
H -4.39 19.47 15.47 0.077
H -6.26 8.96 10.11 0.077
H -0.36 9.32 17.32 0.080
H 0.29 14.90 18.83 0.065
H -6.20 11.66 12.23 0.082
H -3.70 19.79 13.90 0.072
H 0.87 14.54 14.96 0.087
H -1.53 12.57 14.57 0.097
H -5.06 15.65 16.59 0.056
H -1.17 11.99 10.79 0.066
H 0.59 10.66 17.96 0.074
H -5.84 14.68 18.94 0.008
```

Its multiplicity is 1. The calculation puts the largest force on an atom at 0.11269 Eh/bohr. Its energy above the lowest of the compared OMol25 structures with the same formula, charge and spin is 0.000 eV. Its net charge is 0. The calculation puts the LUMO energy at 0.0163 Eh. The total energy comes out at -1572.84431 a.u. The calculation puts the orbital gap at 0.354 Ha. The SMILES is NC(N)=O.NC(N)=O.CCO.CCO.CCO.CCO.CCO.CO.CO.CO.